1.
Molecular formula: C8H19N3
Method: DFT, ωB97M-V with the def2-TZVPD basis set

Element x y z (Å)
C: -0.123 -0.367 -2.057
C: -0.346 -0.228 -4.368
C: 0.560 0.872 -3.865
C: 1.108 1.109 0.868
C: -1.350 1.405 1.631
C: 1.186 -1.276 2.557
C: -1.074 -1.045 3.139
C: -0.141 0.577 1.540
N: -0.637 -0.982 -3.100
N: 0.616 0.620 -2.452
N: -0.059 -0.502 2.244
H: -1.275 0.002 -4.740
H: 0.064 -1.003 -5.048
H: 1.547 0.779 -4.361
H: 0.109 1.829 -3.975
H: 1.774 1.238 1.595
H: 0.872 1.893 0.178
H: 1.549 0.375 0.269
H: -1.572 2.079 0.892
H: -2.212 0.862 1.777
H: -1.321 1.985 2.548
H: 1.045 -2.287 2.079
H: 2.023 -0.845 2.008
H: 1.214 -1.291 3.627
H: -1.086 -2.105 3.113
H: -1.009 -0.939 4.212
H: -2.060 -0.668 2.924
H: -1.380 -1.573 -2.976
H: 1.139 1.400 -1.901
H: -0.079 -0.785 -1.084

The net charge is +2. As for the HOMO energy (alpha / beta): -0.488 / -0.679 Ha. As for the energy above the lowest of the compared OMol25 structures with the same formula, charge and spin: 0.0 kJ/mol. For the total energy, the calculation gives -13053.0154 eV. The expectation value of S² is 2.007. The value obtained for the HOMO-LUMO gap (alpha / beta) is 6.67 / 7.92 eV. The spin multiplicity is 3.



2.
Molecular formula: C8H19N4O5P
Method: DFT, ωB97M-V with the def2-TZVPD basis set

Element x y z (Å)
C: 0.307 -0.247 -2.748
N: 0.223 0.385 -1.447
C: 1.531 0.880 -1.033
P: -0.825 -0.066 -0.161
O: -0.798 1.169 0.680
N: -2.469 -0.022 -0.670
C: -2.850 -0.032 -2.069
C: -3.363 0.838 0.096
N: -0.739 -1.776 -0.444
C: -1.789 -2.584 0.221
C: 0.557 -2.337 0.018
H: 0.843 -1.207 -2.739
H: 0.843 0.416 -3.431
H: -0.665 -0.411 -3.199
H: 2.217 0.064 -0.763
H: 1.447 1.542 -0.174
H: 1.996 1.461 -1.832
H: -2.503 0.862 -2.603
H: -3.938 -0.076 -2.160
H: -2.484 -0.928 -2.573
H: -3.275 1.893 -0.187
H: -3.168 0.755 1.162
H: -4.398 0.522 -0.062
H: -1.830 -2.406 1.299
H: -1.586 -3.643 0.054
H: -2.768 -2.384 -0.200
H: 0.724 -2.168 1.085
H: 1.392 -1.899 -0.530
H: 0.589 -3.409 -0.171
N: 3.077 -0.354 4.058
C: 3.206 0.155 3.034
O: 3.030 0.881 1.968
O: 4.046 1.915 1.927
C: 3.845 2.812 2.967
O: 4.778 3.109 3.640
O: 2.609 3.310 3.091
H: 2.185 2.982 3.898

The net charge is 0. As for the HOMO energy: -0.314 Ha. As for the SMILES: CN(C)P(=O)(N(C)C)N(C)C.N#COOC(=O)O. For the total energy, the calculation gives -34086.1403 eV. The value obtained for the HOMO-LUMO gap is 7.94 eV. The spin multiplicity is 1.